9
Properties=species:S:1:pos:R:3:forces:R:3:lowdin_charge:R:1 method="wB97M-V/def2-TZVPD" gap_ev=9.60 smiles="BrC1OC=CO1" total_charge=0 relative_energy_kcal_mol=27.3
Br -1.8706 1.7094 -0.5134 0.7 0.1 0.0 0.492
O 0.8680 0.6802 -0.4537 -0.3 0.2 1.4 -0.058
O -0.6212 -0.2400 1.0074 0.3 3.8 1.0 -0.072
C 0.7924 -0.7142 -0.6088 -0.2 0.7 -0.3 -0.051
C -0.1646 -1.1785 0.2000 2.1 -0.4 -1.8 -0.157
C -0.0984 1.0374 0.4439 -2.0 -3.7 -2.4 -0.491
H 0.1265 1.8887 0.9954 0.4 0.8 1.7 0.085
H 1.5568 -1.0412 -1.2981 -0.6 -0.6 0.0 0.128
H -0.5890 -2.1419 0.2275 -0.2 -0.9 0.4 0.124



14
Properties=species:S:1:pos:R:3:forces:R:3:mulliken_spin:R:1 method="wB97M-V/def2-TZVPD" gap_ev="3.74 / 3.78" spin_multiplicity=2 total_charge=+4 s_squared=0.751 relative_energy_kcal_mol=0.0
Ce 1.3062 -2.3280 0.3404 2.1 0.3 5.0 1.006
Ga -1.0237 2.0391 -0.4159 3.7 -2.2 2.9 0.001
Cl -0.8813 -0.5346 0.3674 -0.5 2.3 -1.2 0.001
Cl 3.0757 -0.5833 0.8992 -1.2 -0.6 -0.6 -0.013
O -3.9071 1.8741 0.5560 7.1 1.4 -2.7 0.000
O -0.8216 -3.7991 -2.2315 2.7 1.7 4.7 0.001
O 2.0201 -2.3471 -3.0990 -0.2 0.1 6.1 0.005
N 0.2036 2.3227 1.4616 -0.9 0.4 -2.2 0.001
C -2.8266 2.0618 0.1445 -10.3 -1.0 2.9 0.001
C -0.2400 -3.4385 -1.2956 -4.3 -2.8 -6.1 0.000
C 1.9417 -2.3298 -1.9379 1.5 0.2 -9.2 -0.003
H 0.2724 1.4017 1.9025 0.0 0.0 0.0 0.000
H -0.2546 2.9918 2.0850 0.0 0.3 0.2 0.000
H 1.1352 2.6690 1.2234 0.3 0.1 0.1 0.000



7
Properties=species:S:1:pos:R:3:forces:R:3:lowdin_charge:R:1 method="wB97M-V/def2-TZVPD" gap_ev="7.83 / 7.58" total_charge=0 relative_energy_kcal_mol=65.9
Cl -0.4607 0.4393 -2.1930 0.4 0.2 -1.0 0.625
C -0.1946 -0.5207 1.6000 0.7 0.7 0.4 0.108
C 0.4704 0.2292 -0.7767 0.5 -0.3 0.5 -0.551
C -0.2601 -0.3436 0.2380 0.3 0.3 -0.3 -0.375
H 0.0963 0.4364 2.0692 0.1 -0.4 0.5 0.023
H 1.5714 0.4683 -0.8458 -1.6 -0.2 0.3 0.094
H -1.2228 -0.7089 -0.0917 -0.4 -0.2 -0.4 0.076



18
Properties=species:S:1:pos:R:3:forces:R:3:mulliken_spin:R:1 method="wB97M-V/def2-TZVPD" gap_ev="6.80 / 2.66" spin_multiplicity=2 total_charge=-3 s_squared=0.757
Cu 0.1006 -0.2495 -2.4177 0.0 0.7 -0.5 0.000
Cl -2.7476 -0.2357 -4.6525 0.4 -0.2 0.2 0.000
Cl 2.4100 1.5057 -4.3557 -0.3 -0.3 0.3 0.000
O 2.5107 -0.5805 0.1645 -0.3 1.6 -1.0 0.001
O -3.1814 2.0305 0.7379 -1.2 -0.6 1.0 0.187
O -0.4671 -3.3004 1.7053 0.4 -1.1 0.9 0.025
O -2.3744 4.0615 0.7919 0.6 1.2 -0.3 0.004
O 3.3308 -1.3714 2.0176 1.0 1.5 0.5 0.000
O -1.3885 2.4083 -0.4253 0.0 1.4 0.5 0.162
O -2.6631 -3.7363 1.3675 0.8 -0.3 -0.3 0.202
O -1.4439 -2.5251 -0.0006 -0.8 0.4 -1.9 0.501
O 4.2798 0.4332 1.0493 0.7 1.5 0.0 0.000
C -1.5783 -3.2619 1.0022 -1.9 0.5 1.0 -0.054
C -2.2956 2.7919 0.3676 0.0 -3.1 -1.3 -0.031
C 3.3217 -0.4803 1.1142 -2.2 -6.0 1.1 0.000
H 3.8937 0.8464 0.2736 0.6 1.0 -0.8 0.000
H 0.0486 -2.7466 1.1146 1.7 0.6 0.3 0.003
H -1.7560 4.4103 0.1457 0.5 1.1 0.0 0.000



How do the records compare in max |F|? In the order shown, they have 0.0940; 0.2087; 0.0316; 0.1253 hartree/bohr.